This record from OMol25 describes a single C3H7N3S2 molecule in a non-equilibrium geometry. The level of theory is ωB97M-V/def2-TZVPD.

Cartesian coordinates (Å):
S -2.605 0.365 0.501
S 0.894 2.317 -0.277
N 1.663 -0.721 -0.013
N 0.337 -0.340 -0.243
N -1.433 1.126 -0.492
C 2.250 -0.209 0.997
C -0.064 0.955 -0.307
C -0.404 -1.431 -0.864
H -2.325 0.953 1.687
H -0.879 -2.010 -0.135
H -1.621 2.062 -0.680
H 3.256 -0.516 1.147
H 0.317 -2.035 -1.429
H -1.146 -1.015 -1.558
H 1.760 0.498 1.667

Computed properties:
- Net charge: 0
- Strongest force on any atom: 1.843 eV/Å
- Structure (SMILES): C=NN(C)C(=S)NS
- HOMO level: -8.5 eV
- Lowest unoccupied orbital energy: 0.01086 Ha
- Frontier orbital gap: 0.3229 hartree
- 2S+1: 1
- Calculated total energy: -1079.0814 hartree

Atomic partial charges in e from the Mulliken method, atoms 1 to 4: S -0.14; S -0.35; N -0.87; N 0.63